## w
Molecular formula: C4H12S2
Method: DFT, the ωB97M-V functional and the def2-TZVPD basis

Each atom is followed by the atoms it is bonded to, with distances in Å.
Cartesian coordinates (Å):
1 H 2.342 2.152 -0.425  C6 1.094
2 H -0.819 -2.195 -0.094  C15 1.092
3 H 1.529 1.522 -1.879  C6 1.083
4 C -2.500 0.923 0.636  H7 1.070, H10 1.104, S14 1.845, H16 1.101
5 H 3.193 0.495 1.828  C8 1.086
6 C 1.583 1.459 -0.799  H1 1.094, H3 1.083, S12 1.844, H13 1.107
7 H -3.468 1.148 1.034  C4 1.070
8 C 2.228 0.102 1.526  H5 1.086, H9 1.099, S12 1.858, H18 1.093
9 H 1.487 0.815 1.915  C8 1.099
10 H -1.846 0.722 1.503  C4 1.104
11 H -0.401 -0.812 -1.244  C15 1.076
12 S 2.176 -0.216 -0.304  C6 1.844, C8 1.858
13 H 0.673 1.771 -0.252  C6 1.107
14 S -2.532 -0.620 -0.375  C4 1.845, C15 1.842
15 C -0.761 -1.120 -0.278  H2 1.092, H11 1.076, S14 1.842, H17 1.081
16 H -1.909 1.661 0.073  C4 1.101
17 H -0.188 -0.683 0.527  C15 1.081
18 H 2.078 -0.873 1.996  C8 1.093

The HOMO energy comes out at -0.30262 Eh. The structure (SMILES) is CSC.CSC. The HOMO-LUMO gap is 9.069 eV. Its spin multiplicity is 1.


## x
Molecular formula: C4H12S2
Method: DFT, the ωB97M-V functional and the def2-TZVPD basis

Each atom is followed by the atoms it is bonded to, with distances in Å.
Cartesian coordinates (Å):
1 H 1.573 -1.495 -1.531  C14 1.183
2 H -3.445 -2.051 0.791  C7 1.090
3 H -1.738 -1.077 -0.589  C10 1.076
4 H -2.169 -2.536 1.992  C7 1.117
5 S -1.357 0.277 1.397  C10 1.818, H13 1.409
6 H 1.299 0.022 0.315  C12 1.095
7 C -2.406 -2.355 0.916  H2 1.090, H4 1.117, C10 1.529, H11 1.121
8 H 3.084 -1.421 -0.649  C14 1.156
9 H 2.859 1.024 0.071  C12 1.096
10 C -1.453 -1.261 0.433  H3 1.076, S5 1.818, C7 1.529, H16 1.095
11 H -2.365 -3.319 0.345  C7 1.121
12 C 2.002 0.504 -0.373  H6 1.095, H9 1.096, C14 1.519, S18 1.865
13 H -0.687 0.131 2.627  S5 1.409
14 C 2.389 -0.696 -1.220  H1 1.183, H8 1.156, C12 1.519, H15 1.107
15 H 3.029 -0.439 -2.087  C14 1.107
16 H -0.444 -1.635 0.638  C10 1.095
17 H 1.272 1.341 -2.514  S18 1.353
18 S 1.042 1.826 -1.272  C12 1.865, H17 1.353

The HOMO energy comes out at -0.32432 Eh. The structure (SMILES) is CCS.CCS. The HOMO-LUMO gap is 9.628 eV. Its spin multiplicity is 1.


## y
Molecular formula: C4H12S2
Method: DFT, the ωB97M-V functional and the def2-TZVPD basis

Each atom is followed by the atoms it is bonded to, with distances in Å.
Cartesian coordinates (Å):
1 C -1.684 0.916 -0.589  H4 1.092, H5 1.083, H15 1.098, C16 1.566
2 C 2.141 0.054 0.368  H8 1.192, H11 1.051, S12 1.764, C14 1.636
3 H -1.160 -1.371 1.468  S6 1.364
4 H -0.721 0.799 -0.089  C1 1.092
5 H -2.195 1.661 0.008  C1 1.083
6 S -2.441 -1.188 1.036  H3 1.364, C16 1.749
7 H -1.437 -1.240 -1.084  C16 1.129
8 H 1.209 -0.268 1.037  C2 1.192
9 H 2.288 -2.109 0.184  C14 1.158
10 H 3.637 -1.204 -0.776  C14 1.078
11 H 2.971 0.303 0.962  C2 1.051
12 S 1.824 1.619 -0.382  C2 1.764, H13 1.304
13 H 2.816 2.311 0.104  S12 1.304
14 C 2.589 -1.242 -0.524  C2 1.636, H9 1.158, H10 1.078, H18 1.174
15 H -1.692 1.283 -1.624  C1 1.098
16 C -2.189 -0.566 -0.579  C1 1.566, S6 1.749, H7 1.129, H17 1.056
17 H -3.081 -0.706 -1.126  C16 1.056
18 H 2.102 -1.323 -1.589  C14 1.174

The HOMO energy comes out at -0.32739 Eh. The structure (SMILES) is CCS.CCS. The HOMO-LUMO gap is 9.612 eV. Its spin multiplicity is 1.


From most stable to least stable, the computed energies give w, x, y.